Version a
Computed, not measured: 3 unconnected molecules or ions with the total composition C5H16N2O, with ωB97M-V with the def2-TZVPD basis set.

Each line ends with the Löwdin charge.
Element x y z (Å)
C: 2.21588 -0.25463 -1.21004  -0.0995
C: 1.27768 -1.32627 -0.65880  -0.2408
N: 0.66346 -0.89469 0.61727  0.0385
C: -0.98294 0.23860 1.99919  -0.0529
C: -0.70435 -0.45392 0.57130  -0.3511
C: -1.20494 0.64066 -0.57014  -0.3526
N: -2.56823 0.60589 -0.97027  0.0673
H: 1.69128 0.69838 -0.99075  0.0483
H: 2.39570 -0.19188 -2.26704  0.0631
H: 3.21549 -0.23306 -0.71531  0.0927
H: 0.44094 -1.23852 -1.42873  0.0443
H: 1.59913 -2.41156 -0.55674  0.1357
H: 1.21353 -0.11884 1.09253  0.0936
H: -0.21657 0.98390 2.20328  0.0510
H: -1.97356 0.75801 2.20134  0.0928
H: -0.92984 -0.49541 2.76661  0.0527
H: -1.39511 -1.33750 0.37272  0.1204
H: -0.97034 1.56019 -0.03025  0.1138
H: -0.45509 0.60459 -1.34610  0.1063
H: -2.04223 -0.44250 -1.07142  0.0676
H: -3.02283 1.15928 -0.21151  0.1060
H: 1.51764 2.47848 0.67058  -0.0171
H: -1.22869 -1.85436 -1.42456  0.1932
O: 1.46396 1.52514 0.95685  -0.3734

The calculation puts the orbital gap at 4.3 eV. Its HOMO energy is -8.174 eV. As for the multiplicity: 1. The calculation puts the molecular weight at 120.20 g mol⁻¹.



Version b
Computed, not measured: 2 unconnected molecules or ions with the total composition C5H16N2O, with ωB97M-V with the def2-TZVPD basis set.

Each line ends with the Löwdin charge.
Element x y z (Å)
C: -0.22929 -1.55042 2.12525  -0.1301
N: 0.28079 -0.35502 1.44734  -0.1008
C: 0.06281 -0.37031 -0.00810  -0.3829
C: -1.32574 0.12714 -0.49119  -0.0530
C: 1.06179 0.71909 -0.58826  -0.1716
C: 1.60617 0.34214 -1.94243  -0.2718
N: 2.07789 -1.06375 -1.98784  -0.0026
H: -0.46976 -2.37302 1.45240  0.0697
H: 0.62466 -1.98522 2.73404  0.0886
H: -1.11287 -1.36135 2.71448  0.0642
H: -0.19714 0.43084 1.89404  0.0989
H: 0.18237 -1.39859 -0.34430  0.1136
H: -1.28124 0.61698 -1.48682  0.0814
H: -1.68386 0.87531 0.21044  0.0296
H: -2.14486 -0.54749 -0.76941  0.0774
H: 0.63528 1.67781 -0.32488  0.1075
H: 1.88979 0.62453 0.10873  0.0983
H: 0.83731 0.39858 -2.70383  0.0907
H: 2.42337 0.99846 -2.21112  0.1048
H: 1.91684 -1.74681 -1.27671  0.0460
H: 3.00641 -0.97374 -2.36353  0.0539
O: -3.04621 2.37594 1.36619  -0.0552
H: -2.57006 1.58235 1.64035  0.0140
H: -2.54444 2.95653 0.80516  0.0294

As for the SMILES: CN[C@@H](C)CCN.O. The calculation puts the orbital gap at 9.7 eV. Its HOMO energy is -8.930 eV. As for the multiplicity: 1. The calculation puts the molecular weight at 120.20 g mol⁻¹.



So which one is most stable? That would be version b, about 224.2 kcal/mol below the next structure.



Version a
Computed, not measured: 2 unconnected molecules or ions with the total composition C5H16N2O, with ωB97M-V with the def2-TZVPD basis set.

Each line ends with the Löwdin charge.
Element x y z (Å)
N: 0.11131 -2.75712 -0.80233  -0.0150
C: 1.24603 -1.98292 -0.35488  -0.2833
C: 1.27856 -0.43794 -0.69765  -0.1773
C: 1.05090 0.44230 0.52948  -0.2346
C: -0.37284 0.98136 0.61949  -0.2204
C: -0.63599 2.17100 -0.32212  -0.2725
N: 0.45876 3.16315 -0.35340  -0.0058
H: -0.77821 -2.27977 -0.66031  0.0457
H: 0.14287 -2.94582 -1.80128  0.0617
H: 2.18748 -2.43102 -0.66887  0.1005
H: 1.24405 -2.02749 0.73172  0.0873
H: 0.48807 -0.25482 -1.42966  0.0990
H: 2.29712 -0.30647 -1.06102  0.0959
H: 1.26367 -0.13628 1.43404  0.0963
H: 1.73858 1.28459 0.58981  0.0900
H: -1.06028 0.21691 0.26267  0.0751
H: -0.60457 1.19402 1.66438  0.1037
H: -0.77488 1.76177 -1.32062  0.0995
H: -1.56588 2.67741 -0.04300  0.1006
H: 0.23186 3.92144 0.27164  0.0611
H: 0.58146 3.50511 -1.29409  0.0595
O: -2.43126 -1.52460 1.21074  -0.0576
H: -3.20504 -0.95166 1.26880  0.0442
H: -2.06887 -1.52562 2.10438  0.0463

As for the SMILES: NCCCCCN.O. The calculation puts the orbital gap at 9.4 eV. Its HOMO energy is -8.662 eV. As for the multiplicity: 1. The calculation puts the molecular weight at 120.20 g mol⁻¹.



Version b
Computed, not measured: 3 unconnected molecules or ions with the total composition C5H16N2O, with ωB97M-V with the def2-TZVPD basis set.

Each line ends with the Löwdin charge.
Element x y z (Å)
C: -3.00894 -0.40971 -0.85195  -0.1048
C: -2.18983 -0.10883 0.46540  -0.2872
C: -0.98382 0.79879 0.00927  -0.2569
C: 0.11975 0.09952 -0.78655  -0.2631
N: 0.86262 -0.77368 0.12514  -0.0560
C: 2.19768 -1.09445 -0.34234  -0.2993
N: 2.96595 0.15531 -0.42523  0.0094
H: -3.32360 0.45359 -1.53492  0.0978
H: -2.36581 -1.06188 -1.50751  0.0824
H: -3.95134 -0.82378 -0.56865  0.0464
H: -2.82659 0.30073 1.30004  0.1004
H: -1.79328 -1.10985 0.83658  0.1040
H: -0.36828 1.32858 0.81470  0.0751
H: -1.35804 1.61788 -0.65510  0.1236
H: -0.19587 -0.43334 -1.68936  0.1018
H: 0.83639 0.88816 -1.24611  0.1427
H: -0.96014 0.14129 2.03812  0.4182
H: 2.08680 -1.62699 -1.29527  0.1121
H: 2.71029 -1.75795 0.32125  0.0979
H: 3.92320 -0.02602 -0.64544  0.0582
H: 2.86417 0.55733 0.46909  -0.0022
H: 1.05455 -0.14871 0.98553  0.0291
H: 2.02659 1.80518 2.45932  -0.0085
O: 1.67758 1.22887 1.72399  -0.3211

The calculation puts the orbital gap at 4.8 eV. Its HOMO energy is -8.469 eV. As for the multiplicity: 1. The calculation puts the molecular weight at 120.20 g mol⁻¹.



So which one is most stable? That would be version a, about 178.3 kcal/mol below the next structure.